DFT (ωB97M-V/def2-TZVPD) results for one molecule with the formula C2H2Cl2O2S in a non-equilibrium geometry.

Each line ends with the Mulliken charge.
Atoms and positions in Å:
1 C -1.4048 -0.0807 -0.0299  -0.5495
2 C 1.3741 -0.4200 0.0362  0.1587
3 O 0.2214 1.7689 -0.6902  -0.5810
4 O -0.0234 1.1221 1.7149  -0.5794
5 S 0.0069 0.7444 0.3255  1.0538
6 Cl 1.8848 -0.3157 -1.6582  -0.0841
7 Cl 1.5930 -2.0417 0.6518  -0.0840
8 H -1.7609 -0.1183 -1.1205  0.3079
9 H -1.8911 -0.6589 0.7703  0.3575

## Properties
HOMO energy (spin up / spin down): -9.8 / -10.9 eV
Spin multiplicity: 1
Kohn-Sham gap (spin up / spin down): 7.57 / 8.95 eV
Lowest unoccupied orbital energy (spin up / spin down): -2.2085 / -1.9081 eV
M: 161.0 g/mol
E_tot: -1546.2939 Eh

DFT (ωB97M-V/def2-TZVPD) results for a 3-piece molecular cluster, C2H2Cl2O3 overall in a non-equilibrium geometry.

Each line ends with the Mulliken charge.
Atoms and positions in Å:
1 C -0.6259 1.9023 -0.5925  -0.0183
2 C 0.8107 -1.1812 -0.6049  0.6017
3 O -1.2009 2.7098 -0.0563  -0.0343
4 O 1.0806 -0.5374 -1.6895  -0.3891
5 O 0.2301 -0.8110 0.3603  -0.4122
6 Cl -1.2721 0.4334 3.1186  -0.2804
7 Cl 1.2102 -2.8898 -0.7431  -0.1549
8 H 0.6252 0.4127 -1.7257  0.3822
9 H -0.8579 -0.0388 1.9330  0.3054

## Properties
HOMO energy: -11.3 eV
Spin multiplicity: 1
Kohn-Sham gap: 11.70 eV
Lowest unoccupied orbital energy: 0.3723 eV
M: 144.9 g/mol
E_tot: -1223.5243 Eh

DFT (ωB97M-V/def2-TZVPD) results for a 2-piece molecular cluster, C2H2Cl2OS overall in a non-equilibrium geometry.

Each line ends with the Mulliken charge.
Atoms and positions in Å:
1 C 1.1112 -0.2382 -0.0161  0.4806
2 C -0.0804 -0.3959 0.5454  -0.1033
3 O 2.1359 -1.1549 -0.1064  -0.4242
4 S -2.5671 1.7920 0.1021  -0.1641
5 Cl 1.6168 1.4442 -0.4231  -0.1871
6 Cl -1.2482 -1.5189 0.6436  -0.0707
7 H 2.8033 -0.9160 -0.6516  0.3079
8 H -3.7716 0.9877 -0.0938  0.1608

## Properties
HOMO energy (spin up / spin down): -9.2 / -9.2 eV
Spin multiplicity: 1
Kohn-Sham gap (spin up / spin down): 6.89 / 8.10 eV
Lowest unoccupied orbital energy (spin up / spin down): -2.3060 / -1.0811 eV
M: 145.0 g/mol
E_tot: -1471.0343 Eh

DFT (ωB97M-V/def2-TZVPD) results for a 2-piece molecular cluster, C2H2Cl2P2 overall in a non-equilibrium geometry.

Each line ends with the Mulliken spin population.
Atoms and positions in Å:
1 C -0.4626 1.1217 -0.0999  -0.0676
2 C 0.6302 0.2923 -0.1462  0.3406
3 P -1.6106 2.1916 -0.0770  0.7022
4 P 1.1070 -0.7378 1.2206  0.9576
5 Cl -2.2887 -1.5625 -0.7192  0.0076
6 Cl 1.7638 0.5715 -1.4399  0.0585
7 H -1.6026 -1.2459 0.3837  -0.0010
8 H 2.4636 -0.6310 0.8779  0.0021

## Properties
HOMO energy (spin up / spin down): -7.6 / -10.3 eV
Spin multiplicity: 3
Kohn-Sham gap (spin up / spin down): 7.26 / 7.40 eV
⟨S²⟩: 2.0298
Lowest unoccupied orbital energy (spin up / spin down): -0.3105 / -2.8845 eV
M: 158.9 g/mol
E_tot: -1680.3473 Eh

DFT (ωB97M-V/def2-TZVPD) results for one molecule with the formula C2H2Cl2S in a non-equilibrium geometry.

Each line ends with the Mulliken charge.
Atoms and positions in Å:
1 S 2.2276 0.3930 -0.2020  -0.1551
2 C 0.8258 -0.0763 0.4369  -0.2462
3 C -0.5813 -0.0472 -0.4104  0.0642
4 Cl -1.4679 -1.5355 0.1761  -0.1572
5 Cl -1.2549 1.5194 -0.1066  -0.0913
6 H 0.5810 -0.0203 1.5976  0.2771
7 H -0.3303 -0.2330 -1.4915  0.3084

## Properties
HOMO energy: -9.3 eV
Spin multiplicity: 1
Kohn-Sham gap: 8.44 eV
Lowest unoccupied orbital energy: -0.8702 eV
M: 129.0 g/mol
E_tot: -1395.9260 Eh

DFT (ωB97M-V/def2-TZVPD) results for a 2-piece molecular cluster, C2H2Cl3F3Si overall in a non-equilibrium geometry.

Each line ends with the Mulliken charge.
Atoms and positions in Å:
1 F -1.2040 -0.1032 -0.6368  -0.1250
2 Si -2.7576 0.0012 -0.5205  0.6722
3 Cl -3.2319 1.9090 -0.1528  -0.1846
4 Cl -2.8938 -1.1943 1.0611  -0.1832
5 Cl -3.6316 -0.6006 -2.2151  -0.1813
6 F 2.1532 -0.8166 -1.1254  -0.2241
7 C 2.3843 -0.5321 0.1532  -0.0334
8 C 2.1281 0.6288 0.7169  -0.1393
9 F 2.5223 0.8396 2.0247  -0.2439
10 H 2.8008 -1.4696 0.6618  0.2942
11 H 1.7304 1.3378 0.0330  0.3484

## Properties
HOMO energy: -10.0 eV
Spin multiplicity: 1
Kohn-Sham gap: 10.31 eV
Lowest unoccupied orbital energy: 0.3531 eV
M: 217.5 g/mol
E_tot: -2047.2415 Eh